(1)
C19H11BrN3O4PtSbSe4 | ωB97M-V with the def2-TZVPD basis set

XYZ file:
```
44
Properties=species:S:1:pos:R:3:lowdin_spin:R:1
Pt -0.969 -0.167 -0.436 0.634
O 4.755 -0.086 4.603 0.000
N 3.644 -0.571 4.561 0.000
O 3.073 -1.101 5.491 0.000
C 2.951 -0.547 3.268 0.000
C 3.733 -0.600 2.163 0.001
C 3.151 -0.662 0.864 0.000
C 3.918 -0.762 -0.309 0.000
C 3.275 -0.854 -1.517 0.000
C 1.878 -0.840 -1.541 0.001
N 1.138 -0.732 -0.454 0.007
C 1.755 -0.634 0.744 0.002
C 0.944 -0.509 1.924 0.010
N -0.373 -0.410 1.727 0.130
C -1.198 -0.323 2.748 0.006
C -0.722 -0.310 4.061 0.005
C 0.632 -0.383 4.298 -0.005
C 1.517 -0.496 3.209 0.004
H 4.807 -0.613 2.270 0.000
H 4.998 -0.771 -0.247 0.000
H 3.820 -0.938 -2.445 0.000
H 1.352 -0.934 -2.482 0.000
H -2.255 -0.245 2.515 0.002
H -1.423 -0.232 4.879 0.001
H 1.013 -0.367 5.307 0.000
Br -2.492 4.512 -2.660 -0.005
C -2.252 2.686 -3.092 -0.008
C -3.186 2.085 -3.930 0.048
C -3.109 0.735 -4.225 -0.005
C -2.079 -0.030 -3.703 0.045
C -1.151 0.577 -2.862 0.022
C -1.221 1.940 -2.533 0.044
C -0.268 2.490 -1.483 0.003
O 0.332 3.530 -1.638 0.011
O -0.114 1.722 -0.443 0.015
H -3.993 2.684 -4.328 0.003
H -3.863 0.281 -4.852 -0.001
H -2.015 -1.092 -3.901 0.002
H -0.276 0.008 -2.563 0.010
Se -5.542 -1.906 -2.659 0.025
Sb -4.126 -1.595 -0.818 0.024
Se -5.039 -2.703 1.270 0.901
Se -3.217 0.637 -0.169 0.014
Se -1.805 -2.475 -0.614 0.055
```

The value obtained for the strongest force on any atom is 0.0148 Eh/bohr. As for the LUMO energy (spin up / spin down): -1.98 / -2.37 eV. The energy comes out at -373752.524 eV. For the relative energy (zero: lowest compared OMol25 entry of this formula, charge and spin), the calculation gives 0.115 eV. As for the spin multiplicity: 3.

(2)
C19H12Cl2I2N3O8Ti | ωB97M-V with the def2-TZVPD basis set

XYZ file:
```
47
Properties=species:S:1:pos:R:3:mulliken_charge:R:1
Ti 0.036 -0.083 -0.970 0.114
I 2.287 1.590 3.451 0.050
C 0.809 2.713 2.618 -0.860
I -1.292 -0.008 1.497 -0.301
H 0.915 2.976 1.581 0.354
H 0.006 3.043 3.252 0.395
O 5.688 0.701 -0.674 -0.562
C 5.459 -0.587 -0.844 0.448
O 6.342 -1.374 -1.081 -0.614
C 4.040 -1.043 -0.736 0.313
C 3.612 -2.359 -0.854 -0.188
Cl 4.500 -3.787 -1.054 -0.135
N 2.272 -2.390 -0.711 0.395
N 1.814 -1.158 -0.467 -0.113
C 2.850 -0.334 -0.495 -0.137
C 2.522 1.132 -0.374 1.056
O 3.425 1.956 -0.332 -0.804
O 1.263 1.375 -0.314 -0.223
C 1.324 -3.459 -0.802 0.352
C 0.326 -3.522 0.158 -0.302
C -0.666 -4.480 0.025 -0.598
C -0.640 -5.367 -1.040 -0.485
C 0.371 -5.290 -1.989 -0.687
C 1.356 -4.322 -1.885 -0.292
H 4.848 1.233 -0.542 0.437
H 0.300 -2.806 0.971 0.455
H -1.469 -4.513 0.748 0.402
H -1.422 -6.107 -1.145 0.382
H 0.376 -5.965 -2.835 0.365
H 2.117 -4.216 -2.645 0.451
Cl 0.912 0.191 -3.180 -0.483
O -3.513 -1.822 -2.042 -0.670
C -2.708 -0.921 -2.000 0.100
O -1.462 -1.058 -1.641 -0.173
C -3.107 0.478 -2.437 0.304
C -2.340 1.612 -2.201 0.179
C -2.737 2.852 -2.676 -0.988
C -3.918 2.932 -3.388 0.124
C -4.714 1.827 -3.632 -0.506
C -4.297 0.602 -3.147 -0.551
N -4.349 4.245 -3.902 1.016
O -3.652 5.208 -3.657 -0.616
O -5.381 4.291 -4.544 -0.627
H -1.419 1.614 -1.623 0.773
H -2.147 3.737 -2.497 0.489
H -5.631 1.937 -4.190 0.480
H -4.883 -0.292 -3.309 0.480
```

The value obtained for the strongest force on any atom is 0.0124 Eh/bohr. As for the LUMO energy (spin up / spin down): 0.03 / 0.01 eV. The energy comes out at -105111.591 eV. As for the total charge: -1. For the relative energy (zero: lowest compared OMol25 entry of this formula, charge and spin), the calculation gives 2.175 eV.

(3)
C19H12Cl2IKN4S3 | ωB97M-V with the def2-TZVPD basis set

XYZ file:
```
42
Properties=species:S:1:pos:R:3:mulliken_charge:R:1
K -0.243 0.094 0.014 0.592
S 8.205 0.350 2.095 -0.466
C 6.702 0.662 1.401 0.255
S 5.482 -0.565 1.289 -0.150
C 4.396 0.538 0.478 0.100
N 4.910 1.729 0.335 -0.834
N 6.197 1.788 0.870 0.555
C 6.847 3.045 0.753 0.456
C 7.833 3.433 1.655 -0.460
C 8.440 4.671 1.511 -0.598
C 8.074 5.527 0.483 -0.422
C 7.083 5.133 -0.406 -0.468
C 6.466 3.902 -0.279 -0.321
S 2.860 0.012 -0.029 -0.312
H 8.123 2.767 2.452 0.229
H 9.205 4.959 2.222 0.337
H 8.553 6.493 0.379 0.359
H 6.780 5.792 -1.211 0.337
H 5.685 3.599 -0.956 0.474
I 1.172 2.522 2.889 0.063
C 0.402 0.696 3.565 -0.084
C 0.328 0.433 4.926 -0.359
C -0.213 -0.787 5.306 -0.236
C -0.658 -1.676 4.333 -0.621
C -0.535 -1.308 3.005 -0.005
N -0.002 -0.142 2.639 -0.035
H 0.676 1.159 5.646 0.343
H -0.294 -1.037 6.356 0.352
H -1.100 -2.628 4.590 0.363
H -0.890 -1.948 2.203 0.223
Cl -1.433 -2.677 -0.789 -0.342
C -3.193 -2.310 -0.617 0.347
C -4.053 -3.334 -0.875 -0.507
C -5.440 -3.143 -0.763 -0.386
C -5.859 -1.860 -0.377 -0.492
C -4.978 -0.849 -0.125 0.474
Cl -5.669 0.717 0.360 -0.340
C -3.482 -0.886 -0.210 -0.513
N -2.639 0.011 0.010 -0.795
H -3.652 -4.301 -1.167 0.274
H -6.146 -3.938 -0.964 0.328
H -6.920 -1.652 -0.269 0.288
```

The value obtained for the strongest force on any atom is 0.0166 Eh/bohr. As for the LUMO energy: 3.72 eV. The energy comes out at -107834.160 eV. As for the total charge: -2. For the relative energy (zero: lowest compared OMol25 entry of this formula, charge and spin), the calculation gives 0.000 eV.

(4)
C19H12CoN5O6 | ωB97M-V with the def2-TZVPD basis set

XYZ file:
```
43
Properties=species:S:1:pos:R:3:lowdin_spin:R:1
Co -0.294 -0.376 -0.066 0.939
O 2.042 -0.056 -3.525 0.002
C 1.440 -0.175 -2.455 0.003
O 0.205 -0.334 -2.238 0.040
C 2.293 -0.175 -1.167 -0.002
C 3.675 -0.132 -1.176 0.000
C 4.355 -0.194 0.034 -0.002
C 3.629 -0.273 1.213 0.000
C 2.247 -0.308 1.147 -0.002
N 1.608 -0.279 -0.024 -0.004
C 1.344 -0.407 2.393 0.003
O 1.892 -0.327 3.494 0.002
O 0.120 -0.564 2.113 0.040
H 4.180 -0.060 -2.129 0.000
H 5.438 -0.183 0.055 0.000
H 4.097 -0.310 2.187 0.000
O -2.127 -0.297 -0.080 -0.005
N -2.631 0.877 -0.059 -0.004
N -1.742 1.786 -0.024 -0.002
O -0.458 1.488 -0.007 -0.002
C -2.105 3.147 -0.004 0.000
C -3.445 3.533 -0.013 0.000
C -3.764 4.877 0.008 0.000
C -2.768 5.843 0.037 0.000
C -1.437 5.450 0.044 0.000
C -1.100 4.108 0.023 0.000
H -4.213 2.774 -0.037 0.000
H -4.804 5.178 0.002 0.000
H -3.029 6.894 0.054 0.000
H -0.654 6.197 0.066 0.000
H -0.071 3.782 0.027 0.000
N -0.364 -7.713 0.158 -0.001
C -0.361 -6.564 0.126 0.000
C -0.343 -5.144 0.069 -0.002
C 0.641 -4.472 -0.659 0.001
C 0.619 -3.097 -0.715 -0.002
N -0.297 -2.346 -0.094 0.000
C -1.238 -2.991 0.605 -0.002
C -1.302 -4.362 0.711 0.001
H 1.409 -5.026 -1.181 0.000
H 1.361 -2.580 -1.302 0.000
H -1.962 -2.359 1.099 0.000
H -2.087 -4.829 1.289 0.000
```

The value obtained for the strongest force on any atom is 0.0253 Eh/bohr. As for the LUMO energy (spin up / spin down): 1.73 / 1.73 eV. The energy comes out at -77261.606 eV. As for the total charge: -1. As for the spin multiplicity: 2.